# 1
# C4H12O4

2 unconnected molecules or ions with the total composition C4H12O4 (ωB97M-V with the def2-TZVPD basis set, the OMol25 dataset).

Results
frontier orbital gap	10.2924	eV
relative energy (zero: lowest compared OMol25 entry of this formula, charge and spin)	195.0	kJ/mol
structure (SMILES)	OCCO.OCCO
F_max	0.0410	Eh/bohr
HOMO level	-9.782	eV
LUMO level	0.510	eV

Structure (XYZ):
```
20
Properties=species:S:1:pos:R:3:forces:R:3
O 1.88432 -0.15521 0.41849 -0.238 0.144 -1.369
C 1.89816 0.55950 1.62435 1.367 -0.168 0.199
C 0.77536 1.54848 1.66842 -1.516 -0.515 1.038
O 0.75153 2.31587 0.48349 0.540 1.792 0.397
H 2.02568 0.55827 -0.23830 -0.232 -0.846 0.062
H 1.97264 -0.18738 2.43803 -0.476 0.638 -0.202
H 2.85702 1.11131 1.58520 -0.296 0.111 0.656
H -0.23715 1.10099 1.67226 0.575 -0.470 0.571
H 0.86491 2.18618 2.56885 0.039 -0.258 -0.327
H 0.64077 3.21635 0.85398 0.130 -0.530 -1.139
O 0.12526 -2.28221 -1.36473 0.157 0.640 0.485
C -0.97072 -1.52123 -1.87425 0.124 -1.149 0.269
C -1.96301 -1.14924 -0.72924 2.054 -0.271 -0.384
O -2.98411 -0.34409 -1.20767 -0.694 0.796 -0.842
H 0.61359 -1.71992 -0.72773 -0.235 -0.353 -0.370
H -0.57054 -0.63218 -2.39855 -0.446 0.025 0.273
H -1.41063 -2.19211 -2.63702 -0.139 0.505 0.380
H -2.34476 -2.04533 -0.20317 -0.004 0.473 -0.528
H -1.32349 -0.58949 -0.01992 -0.279 -0.164 0.164
H -2.60483 0.22142 -1.91247 -0.430 -0.401 0.668
```
Positions in Å, forces in eV/Å.

# 2
# C15H26N2O3

A single C15H26N2O3 molecule (ωB97M-V with the def2-TZVPD basis set, the OMol25 dataset).

Results
frontier orbital gap	9.8983	eV
relative energy (zero: lowest compared OMol25 entry of this formula, charge and spin)	3.9	kJ/mol
structure (SMILES)	CCOC(=O)N1CCN(C(=O)CCC2CCCC2)CC1
F_max	0.0110	Eh/bohr
HOMO level	-9.082	eV
LUMO level	0.816	eV

Structure (XYZ):
```
46
Properties=species:S:1:pos:R:3:forces:R:3
C -2.13873 -3.03839 -0.39671 -0.291 0.234 0.084
C -3.51947 -2.64884 0.11196 0.252 -0.492 0.127
O -3.75629 -1.24853 -0.02511 -0.005 0.318 -0.042
C -3.14911 -0.45109 0.86858 -0.393 0.118 -0.020
O -2.50437 -0.84478 1.81304 0.322 -0.270 0.237
N -3.41234 0.87104 0.63838 -0.175 -0.001 0.047
C -2.63170 1.82502 1.39591 0.049 -0.148 0.190
C -1.24257 1.99822 0.72484 0.086 0.053 0.202
N -1.31271 1.49053 -0.62591 -0.155 0.309 -0.113
C -0.71563 0.35905 -1.09707 0.326 -0.148 0.184
O -1.04970 -0.12247 -2.16364 -0.090 -0.246 -0.315
C 0.43195 -0.21889 -0.29526 0.059 0.056 -0.144
C 1.67384 0.67426 -0.37706 -0.038 -0.204 0.366
C 2.85166 0.09168 0.40201 -0.093 0.282 -0.255
C 4.04827 1.05001 0.45204 0.003 -0.173 0.245
C 5.23743 0.12634 0.68602 0.046 0.104 -0.153
C 4.94351 -1.04543 -0.24862 0.081 -0.068 0.100
C 3.41529 -1.20871 -0.20885 -0.013 -0.074 0.061
C -2.48563 1.97741 -1.32508 -0.013 -0.011 -0.260
C -3.75145 1.35377 -0.68490 -0.102 -0.027 -0.226
H -2.06806 -4.11968 -0.47275 0.032 -0.139 -0.005
H -1.96384 -2.59510 -1.37466 0.035 -0.014 -0.100
H -1.37707 -2.68128 0.29137 0.088 -0.004 0.027
H -4.30590 -3.11446 -0.48548 0.073 0.057 0.107
H -3.63418 -2.93019 1.16406 -0.071 0.024 -0.181
H -2.52303 1.44949 2.41302 -0.011 0.159 -0.078
H -3.18496 2.76628 1.41406 0.031 -0.027 0.011
H -0.96617 3.05890 0.69375 0.029 -0.085 0.072
H -0.48878 1.46006 1.29195 0.003 0.044 -0.037
H 0.65947 -1.18992 -0.73751 -0.115 0.038 0.029
H 0.13774 -0.38410 0.74280 0.012 -0.025 0.042
H 1.95472 0.79137 -1.42630 0.040 0.061 -0.049
H 1.44601 1.66834 0.01521 -0.016 0.067 -0.051
H 2.52262 -0.10691 1.42730 -0.002 0.015 0.017
H 3.93998 1.80733 1.22768 -0.033 0.107 -0.023
H 4.15691 1.55449 -0.50994 -0.001 0.072 -0.085
H 6.19254 0.60353 0.47084 0.075 -0.004 0.081
H 5.24563 -0.21169 1.72360 0.031 0.002 0.075
H 5.26696 -0.79275 -1.25930 0.043 -0.021 -0.030
H 5.46250 -1.95442 0.05213 0.058 -0.034 -0.085
H 3.13256 -2.06928 0.39662 -0.049 -0.067 -0.059
H 3.02186 -1.36720 -1.21243 -0.095 -0.072 -0.046
H -2.49983 3.06761 -1.24586 0.005 -0.025 -0.013
H -2.40107 1.68878 -2.37248 -0.060 0.133 0.115
H -4.10973 0.51307 -1.27497 0.009 0.175 0.020
H -4.54915 2.09755 -0.59732 0.030 -0.047 -0.071
```
Positions in Å, forces in eV/Å.

# 3
# C26H50LaNP3S

A molecular structure, C26H50LaNP3S (ωB97M-V with the def2-TZVPD basis set, the OMol25 dataset).

Results
frontier orbital gap (alpha / beta)	5.7774 / 5.7766	eV
net charge	+3
relative energy (zero: lowest compared OMol25 entry of this formula, charge and spin)	0.0	kJ/mol
F_max	0.0776	Eh/bohr
HOMO level (alpha / beta)	-14.789 / -14.789	eV
LUMO level (alpha / beta)	-9.012 / -9.012	eV

Structure (XYZ):
```
82
Properties=species:S:1:pos:R:3:forces:R:3
La -0.44901 -0.02865 -0.98108 0.966 -1.284 3.653
P 1.93874 1.34281 1.22294 0.952 0.945 -0.472
P -1.83787 2.18320 0.29350 -0.432 0.277 -0.506
P 1.05601 1.75097 -2.35924 0.466 0.518 0.013
H -0.57531 -4.24564 -0.19594 0.833 -0.862 -0.287
C 0.17656 -4.33665 -1.00631 0.308 0.590 -0.306
C 1.50110 -4.09181 -0.89395 -0.045 0.460 -0.326
H 2.10421 -4.08828 0.04390 -0.899 0.342 -0.730
C 2.47867 1.14493 2.96805 -0.362 -0.468 0.490
C 1.92361 3.19825 1.22735 -0.174 -0.048 -0.182
C 3.61559 1.08107 0.48820 -0.088 -0.206 -0.073
C -3.29305 1.58307 -0.67649 -0.179 0.138 0.305
C -2.61475 2.63138 1.87643 0.183 0.094 0.085
C -1.54126 3.80890 -0.49079 -0.051 0.052 0.392
C 2.24971 0.62745 -3.16185 0.168 -0.110 -0.090
C 1.77330 3.39896 -2.40617 0.068 0.348 -0.122
C -0.37894 1.81501 -3.50560 0.208 -0.175 -0.194
H -0.19964 -4.59587 -2.01979 0.013 0.615 0.722
H 2.06389 -3.82786 -1.82710 -0.279 -1.047 0.865
H 2.48512 0.07800 3.21634 -0.018 0.236 0.133
H 1.80843 1.67905 3.65646 0.040 -0.257 -0.204
H 3.49026 1.54641 3.13746 -0.370 -0.037 -0.323
H 1.02381 3.53845 1.75921 0.281 0.070 -0.014
H 1.87907 3.59708 0.20655 -0.005 -0.079 0.281
H 2.82650 3.59585 1.71715 -0.368 -0.108 -0.096
H 3.77179 -0.00050 0.38718 0.186 0.220 0.014
H 4.39176 1.50651 1.14570 -0.268 -0.175 -0.365
H 3.69301 1.53820 -0.50425 0.014 -0.074 0.119
H -3.99783 2.43209 -0.71563 0.040 -0.531 -0.281
H -3.77349 0.73474 -0.17036 -0.012 0.219 -0.039
H -3.05722 1.26238 -1.70427 -0.061 0.263 0.024
H -3.27132 3.50636 1.71949 0.168 -0.487 0.150
H -1.80157 2.90926 2.56109 -0.341 -0.016 -0.035
H -3.16722 1.76683 2.27522 0.102 0.476 -0.111
H -2.37691 4.46304 -0.18508 0.443 -0.042 -0.365
H -1.49426 3.72665 -1.58491 -0.061 0.081 0.361
H -0.59007 4.19755 -0.10192 -0.312 0.109 -0.174
H 2.15511 0.82948 -4.23505 0.423 -0.200 0.055
H 2.03440 -0.44323 -2.98989 0.138 0.569 -0.056
H 3.26778 0.83296 -2.79094 -0.394 0.012 -0.263
H 1.96547 3.62515 -3.47187 0.110 0.200 0.584
H 2.69045 3.43773 -1.79623 -0.235 -0.067 -0.484
H 1.06320 4.11891 -1.96944 0.224 -0.190 -0.345
H 0.06949 1.62990 -4.47845 -0.289 0.239 -0.437
H -0.86529 2.79971 -3.47492 -0.002 -0.460 -0.090
H -1.07648 0.94803 -3.39938 0.102 0.946 -0.026
C -0.46315 -2.51200 -4.98098 -0.087 -1.183 -1.433
C -1.48802 -2.30081 -5.92366 -0.973 0.207 0.132
C -1.65806 -3.10753 -7.07634 0.640 -0.310 0.936
C -0.79910 -4.21553 -7.26789 0.341 0.643 0.066
C 0.33535 -4.35867 -6.42926 -0.803 0.364 0.404
C 0.50227 -3.50115 -5.30894 -0.239 -0.671 0.589
S -0.38692 -1.49889 -3.48596 -0.206 -0.606 0.027
H -0.99566 -2.09276 -2.35127 0.220 -0.669 -1.476
H -2.25793 -1.55066 -5.68677 0.431 -0.273 -0.335
H -2.49471 -2.91190 -7.75770 0.395 -0.106 0.404
H -0.98772 -4.95002 -8.08244 0.219 0.757 0.693
H 1.01077 -5.21380 -6.61040 -0.271 0.773 0.297
H 1.28353 -3.72024 -4.57477 -0.035 0.119 -0.460
C -1.11143 1.73336 5.25518 -0.110 -0.019 0.018
N -1.50823 0.29524 5.09674 0.947 -0.298 0.372
C -2.58278 -0.11169 6.03918 -0.541 -0.244 0.236
C -1.59585 -0.26304 3.65048 -0.496 0.401 0.071
C -0.46276 -1.19918 3.31184 0.649 -0.886 1.010
C -0.12419 -2.24111 4.22009 -0.858 1.178 -0.299
C 0.97194 -3.05877 4.01429 0.408 0.186 -0.110
C 1.73622 -2.90701 2.85980 -0.534 0.437 -0.764
C 1.26599 -1.98260 1.88879 1.058 -0.857 0.166
C 0.26117 -1.07706 2.13392 -1.893 0.480 -1.780
H -1.87342 2.41001 4.88841 -0.224 -0.101 -0.101
H -0.17086 1.89893 4.73842 -0.008 -0.061 -0.124
H -0.96411 1.91735 6.31951 -0.007 0.001 -0.094
H -0.70029 -0.18273 5.50563 0.141 -0.195 -0.386
H -3.56581 0.24109 5.75416 -0.017 0.235 -0.297
H -2.60641 -1.19450 6.09251 -0.010 -0.139 -0.131
H -2.35285 0.25912 7.03523 0.100 0.120 -0.056
H -2.59187 -0.73016 3.56188 0.367 0.113 0.181
H -1.56515 0.59779 2.97311 0.090 -0.280 0.266
H -0.78970 -2.36454 5.07757 0.370 -0.329 0.060
H 1.24811 -3.79831 4.74500 -0.019 -0.158 0.165
H 2.63153 -3.51873 2.68549 -0.516 0.215 0.054
H 1.71455 -1.99730 0.88386 0.279 0.063 0.446
```
Positions in Å, forces in eV/Å.

# 4
# C7H15N2O

A gas-phase ion, C7H15N2O (charge +1) (ωB97M-V with the def2-TZVPD basis set, the OMol25 dataset).

Results
frontier orbital gap	9.3167	eV
net charge	+1
relative energy (zero: lowest compared OMol25 entry of this formula, charge and spin)	362.9	kJ/mol
structure (SMILES)	CC(C)(C)NCC=[N+]=CO
F_max	0.0999	Eh/bohr
HOMO level	-13.275	eV
LUMO level	-3.958	eV

Structure (XYZ):
```
25
Properties=species:S:1:pos:R:3:forces:R:3
C -1.88856 -0.46612 -0.29936 2.081 -4.111 -2.273
C -0.63905 0.27485 -0.03138 -0.373 1.357 1.516
C -0.19431 0.30798 1.45617 -0.586 -1.612 -0.696
C -1.04581 1.72044 -0.40101 2.298 -0.044 0.940
N 0.46756 -0.18883 -0.83074 0.126 1.361 -1.656
C 0.86175 -1.54596 -0.87073 -0.171 0.012 -1.066
C 2.16510 -1.73229 -0.18250 -1.631 -0.796 -0.713
N 2.71358 -0.74627 0.29400 2.905 3.272 1.143
C 2.75235 0.53193 0.62924 -0.191 -3.252 -0.307
O 3.36889 1.52364 0.08176 -0.796 0.214 1.326
H -2.70406 -0.21921 0.24065 -2.600 1.179 1.682
H -1.99955 -0.31983 -1.35738 -0.962 0.122 -0.600
H -1.82196 -1.60556 -0.24974 0.176 1.274 0.415
H 0.41436 1.14347 1.47280 1.310 1.869 0.480
H 0.48944 -0.56149 1.59382 -1.010 0.272 0.746
H -0.98494 0.48728 2.22082 0.506 -0.739 -0.669
H -1.85330 1.89579 0.32177 0.507 1.061 -0.327
H -0.15411 2.43538 -0.51174 -1.281 -0.706 1.162
H -1.41187 1.73229 -1.37283 -1.198 -0.084 -1.789
H 0.53328 0.26534 -1.76492 -0.403 -0.560 1.160
H 1.11938 -1.77854 -1.91526 -0.195 -0.396 0.064
H 0.15908 -2.33276 -0.54576 0.059 0.456 0.032
H 2.49932 -2.75071 -0.20984 0.985 -0.299 0.538
H 2.38805 0.68353 1.61957 -0.266 0.683 0.470
H 3.87250 1.34332 -0.68933 0.710 -0.533 -1.577
```
Positions in Å, forces in eV/Å.